Entry from OMol25: C39H43AlBr7ClF2NO12Si as an isolated structure (ωB97M-V/def2-TZVPD).

Last column: Löwdin charge in e.
Atoms and positions in Å:
C1 -3.1662 6.7946 0.4223  -0.23
C2 -3.6716 5.6619 -0.4785  -0.73
Br1 -5.4091 6.1941 -1.2196  0.74
C3 -3.9042 4.3178 0.2426  -0.64
Br2 -2.5783 4.0842 1.7186  0.70
C4 -3.7232 3.1251 -0.6820  -0.29
C5 -2.4671 2.9116 -1.2529  -0.05
C6 -2.2627 1.8185 -2.0773  0.02
C7 -3.3328 0.9691 -2.3151  -0.10
C8 -4.5931 1.1874 -1.7694  -0.10
C9 -4.7915 2.2845 -0.9455  0.04
C10 -5.6770 0.1785 -2.0862  -0.30
O1 -6.8190 0.4823 -2.2831  0.13
C11 -5.1755 -1.2466 -2.0799  -0.07
C12 -5.9248 -2.2690 -1.5314  0.02
C13 -5.3739 -3.5494 -1.5147  0.00
C14 -4.1053 -3.7624 -2.0432  -0.15
C15 -3.5538 -5.1750 -1.9268  -0.49
F1 -2.5736 -5.3977 -2.8327  0.10
F2 -4.5646 -6.0790 -2.1052  0.07
C16 -3.0038 -5.4286 -0.4906  -0.13
C17 -2.5529 -4.1652 0.2569  -0.22
Si1 -1.4957 -4.5298 1.7952  0.62
C18 -1.3420 -6.3745 2.1675  -0.17
C19 -2.3870 -3.7737 3.2921  -0.18
C20 0.1978 -3.6649 1.7001  -0.20
C21 1.1289 -3.9041 0.6744  -0.05
C22 2.3638 -3.2899 0.6513  -0.04
C23 2.7449 -2.4127 1.6575  -0.25
C24 1.8189 -2.1329 2.6735  -0.18
C25 0.5760 -2.7560 2.6865  -0.07
C26 -3.3613 -2.7347 -2.6076  0.05
C27 -3.9100 -1.4613 -2.6200  -0.05
C28 -3.1666 -0.2635 -3.1620  -0.27
O2 -2.4935 -0.3114 -4.1578  0.14
H1 -3.6707 6.7770 1.3910  0.07
H2 -2.0859 6.7443 0.5570  0.06
H3 -3.4072 7.7635 -0.0203  -0.04
H4 -2.9402 5.5069 -1.2692  0.10
H5 -4.8865 4.2650 0.7062  0.07
H6 -1.6342 3.5735 -1.0475  0.11
H7 -1.3141 1.5869 -2.5462  0.13
H8 -5.7572 2.4707 -0.4885  0.13
H9 -6.9008 -2.1215 -1.0873  0.12
H10 -5.9237 -4.3700 -1.0709  0.12
H11 -2.1520 -6.1077 -0.6135  0.11
H12 -3.7554 -5.9711 0.0857  0.12
H13 -3.3878 -3.5672 0.6260  0.08
H14 -1.9050 -3.5704 -0.3950  0.08
H15 -0.6397 -6.9148 1.5342  0.03
H16 -1.0651 -6.4586 3.2231  0.03
H17 -2.3530 -6.7881 2.1003  0.04
H18 -2.0364 -4.1699 4.2444  0.03
H19 -2.2666 -2.6868 3.2428  0.03
H20 -3.4540 -3.9592 3.1382  0.04
H21 0.8440 -4.6031 -0.1062  0.12
H22 3.0982 -3.4817 -0.1194  0.11
H23 3.7366 -1.9313 1.6615  -0.02
H24 2.0436 -1.4343 3.4875  0.04
H25 -0.0743 -2.5000 3.5149  0.10
H26 -2.3717 -2.9384 -2.9992  0.13
O3 4.8422 -2.0115 -0.2726  -0.08
H27 4.7640 -1.1472 -0.7232  0.01
H28 5.6475 -2.3987 -0.6309  0.06
Al1 4.2429 -2.1609 3.4954  1.00
C29 6.1029 1.4594 -1.1396  0.00
C30 6.9606 2.4107 -1.5123  0.04
C31 6.6202 3.3224 -2.6446  -0.36
O4 7.3650 4.1967 -3.0178  0.13
C32 5.3026 3.1172 -3.3181  0.03
C33 4.4633 2.1618 -2.9271  0.01
C34 4.8081 1.2646 -1.8058  -0.38
O5 4.0364 0.3844 -1.4366  0.04
H29 6.3233 0.7840 -0.3200  0.11
H30 7.9317 2.5605 -1.0051  0.07
H31 5.0722 3.7878 -4.1365  0.12
H32 3.5036 1.9984 -3.4021  0.12
O6 -3.0416 2.4313 -5.6669  -0.25
H33 -2.6264 1.5955 -5.4311  -0.04
H34 -4.0243 2.3586 -5.2881  -0.23
Cl1 -5.6589 2.6335 -4.7086  -0.21
O7 9.5020 3.5685 -0.5141  -0.55
H35 9.3710 4.3371 -1.0807  -0.16
C35 -3.5241 -5.1256 -5.8132  -0.91
O8 -4.6805 -5.3597 -5.4845  0.22
O9 -2.8257 -5.8411 -6.5727  0.26
O10 -2.8522 -4.1354 -5.4351  0.27
C36 9.3179 -2.0388 5.5090  0.06
N1 8.1469 -1.8813 4.6051  -0.45
O11 7.0987 -1.5034 5.0952  -0.04
O12 8.3133 -2.1400 3.4352  0.07
H36 9.0136 -1.7712 6.5141  0.09
H37 9.6314 -3.0769 5.4559  0.10
H38 10.0986 -1.3771 5.1457  0.11
C37 -5.3056 9.9504 -1.8594  -1.64
Br3 -6.1244 11.6278 -2.3423  0.56
Br4 -3.8279 9.5173 -3.0107  0.58
Br5 -4.7872 9.9200 -0.0054  0.61
H39 -6.0510 9.1784 -1.9920  -0.05
Br6 6.0501 0.9179 7.6303  0.61
C38 5.7214 2.1738 6.1803  -0.68
C39 4.2486 2.3762 5.9483  -0.66
Br7 3.4539 0.8655 5.0045  0.60
H40 6.2379 1.7902 5.3063  0.05
H41 6.1845 3.1061 6.4949  0.06
H42 4.0766 3.2342 5.3023  0.07
H43 3.6862 2.4974 6.8682  0.05

Computed properties:
HOMO level: -3.97 eV
Charge: -1
E_tot: -589920.791 eV
Max |F|: 2.07 eV Å⁻¹
Frontier orbital gap: 0.895 eV

Entry from OMol25: C39H43As2ClPrSi2 as an isolated structure (ωB97M-V/def2-TZVPD).

Last column: Löwdin charge in e.
Atoms and positions in Å:
C1 -1.7753 -1.4804 3.8545  -0.23
C2 -2.6052 -0.9780 2.8062  -0.19
C3 -2.8458 -2.0441 1.8925  -0.18
H1 -3.0510 0.0205 2.7696  0.12
C4 -2.1570 -3.1997 2.3674  -0.19
C5 -1.4773 -2.8510 3.5731  -0.21
H2 -0.8763 -3.5159 4.1957  0.12
H3 -1.5011 -0.9413 4.7662  0.10
H4 -3.5012 -1.9993 1.0194  0.12
H5 -2.1954 -4.1976 1.9196  0.12
Pr1 -0.1630 -1.4877 1.6985  0.63
Si1 -0.5404 -0.4773 -4.2329  0.84
C6 -0.2284 0.9282 -5.4441  -0.38
C7 1.0678 1.1489 -5.9526  -0.12
H6 1.8558 0.4107 -5.7982  0.11
C8 1.3645 2.3580 -6.5922  -0.08
H7 2.3813 2.5517 -6.9218  0.10
C9 0.3774 3.3217 -6.7981  -0.08
H8 0.6124 4.2616 -7.2895  0.10
C10 -0.9310 3.0356 -6.4027  -0.09
H9 -1.7122 3.7688 -6.6054  0.11
C11 -1.2474 1.8508 -5.7419  -0.12
H10 -2.2645 1.6428 -5.4105  0.10
C12 0.1839 -1.9066 -5.1682  -0.32
C13 -0.1054 -2.0544 -6.5434  -0.08
H11 -0.8107 -1.3644 -7.0114  0.11
C14 0.5119 -3.0709 -7.2882  -0.07
H12 0.2757 -3.1569 -8.3443  0.11
C15 1.4024 -3.9615 -6.6935  -0.08
H13 1.8781 -4.7458 -7.2792  0.11
C16 1.6714 -3.8257 -5.3354  -0.08
H14 2.3539 -4.5147 -4.8568  0.10
C17 1.0631 -2.8224 -4.5622  -0.09
H15 1.2762 -2.7414 -3.4921  0.08
H16 -1.9994 -0.6627 -4.1452  0.03
Si2 1.0363 0.9609 -2.1945  0.85
C18 0.3657 -0.7516 -1.5133  -0.41
C19 -1.0143 -1.0988 -1.6221  -0.23
H17 -1.7918 -0.4082 -2.0085  0.08
C20 -1.4875 -2.3821 -1.3200  -0.07
H18 -2.4928 -2.6784 -1.6381  0.14
C21 -0.6345 -3.3126 -0.7275  -0.12
H19 -0.9902 -4.3248 -0.5281  0.12
C22 0.7285 -2.9888 -0.5260  -0.17
H20 1.4063 -3.7782 -0.1648  0.14
C23 1.2135 -1.7444 -0.9710  -0.26
H21 2.2877 -1.5870 -0.8903  0.07
C24 -0.4132 2.1515 -1.8718  -0.34
C25 -1.4558 1.9400 -0.9366  -0.13
H22 -1.5469 0.9964 -0.3904  0.07
C26 -2.4194 2.9118 -0.6621  -0.10
H23 -3.2184 2.7070 0.0605  0.10
C27 -2.3616 4.1532 -1.3009  -0.08
H24 -3.0811 4.9312 -1.0155  0.11
C28 -1.3802 4.3793 -2.2776  -0.07
H25 -1.3555 5.3442 -2.7898  0.11
C29 -0.4527 3.3798 -2.5762  -0.12
H26 0.2664 3.6067 -3.3901  0.11
H27 2.2531 1.4458 -1.4175  -0.01
Cl1 2.3839 -0.5972 1.4634  0.09
C30 3.4446 -0.3860 4.4790  -0.29
As1 1.7117 -1.2953 4.4227  1.11
C31 2.1613 -2.7730 5.6191  -0.29
C32 0.8510 -0.0576 5.7175  -0.42
C33 1.0074 -0.2436 7.0900  -0.10
C34 0.3859 0.6443 7.9928  -0.06
C35 -0.3361 1.7316 7.5119  -0.07
C36 -0.4325 1.9730 6.1307  -0.10
C37 0.1528 1.0762 5.2289  -0.40
As2 0.0524 1.3676 3.2470  1.14
C38 -1.3945 2.6743 3.2389  -0.29
C39 1.5411 2.6299 3.1564  -0.26
H28 3.7713 -0.2076 3.4421  -0.04
H29 4.1554 -1.0518 4.9841  0.03
H30 3.3360 0.5622 5.0091  0.03
H31 3.1743 -2.5994 6.0089  0.03
H32 1.4178 -2.8395 6.4198  0.03
H33 2.1359 -3.6755 4.9937  0.02
H34 1.6154 -1.0657 7.4578  0.09
H35 0.4782 0.4775 9.0642  0.11
H36 -0.8355 2.4117 8.2043  0.11
H37 -0.9755 2.8489 5.7579  0.09
H38 -0.9732 3.6662 3.4439  0.03
H39 -1.8438 2.6505 2.2372  0.00
H40 -2.1312 2.3921 3.9982  0.03
H41 1.1321 3.6417 3.2283  0.03
H42 2.2325 2.4258 3.9797  0.03
H43 2.0322 2.4660 2.1920  0.01

Computed properties:
HOMO level (spin up / spin down): -9.65 / -9.66 eV
Charge: +1
E_tot: -205157.677 eV
Max |F|: 3.28 eV Å⁻¹
Frontier orbital gap (spin up / spin down): 6.027 / 6.036 eV
Energy above the lowest of the compared OMol25 structures with the same formula, charge and spin: 55.5 kcal/mol
Multiplicity: 3

Entry from OMol25: C39H43ClInN4OS6 as an isolated structure (ωB97M-V/def2-TZVPD).

Last column: Löwdin charge in e.
Atoms and positions in Å:
In1 0.6314 -0.9318 0.1899  -0.04
S1 2.2870 -0.3330 -1.7007  0.55
C1 1.4201 -0.2627 -3.2186  -0.65
C2 2.1920 0.0047 -4.3649  -0.14
C3 1.6485 0.0355 -5.6314  -0.11
C4 0.2924 -0.2110 -5.8225  -0.11
C5 -0.4884 -0.4765 -4.7149  -0.13
C6 0.0475 -0.4915 -3.4262  -0.52
S2 -1.0965 -0.7940 -2.1003  0.92
C7 -1.7657 0.8917 -2.0140  -0.39
C8 -2.7302 1.0925 -0.8848  -0.33
C9 -3.8456 1.9069 -1.0508  -0.02
C10 -4.5927 2.2348 0.0666  -0.06
C11 -4.2072 1.7399 1.3004  -0.03
C12 -3.1104 0.8880 1.3673  -0.34
C13 -2.6133 0.3529 2.6750  -0.41
S3 -1.0034 1.0946 3.1515  0.90
C14 -1.0967 2.6418 2.2913  -0.58
C15 -1.8374 3.6685 2.8810  -0.13
C16 -1.9996 4.8959 2.2662  -0.11
C17 -1.4051 5.0984 1.0242  -0.10
C18 -0.6572 4.0952 0.4403  -0.13
C19 -0.4593 2.8451 1.0563  -0.65
S4 0.6589 1.7614 0.2335  0.60
N1 -2.4009 0.5590 0.2879  0.13
H1 3.2506 0.1850 -4.2289  0.09
H2 2.2898 0.2462 -6.4792  0.10
H3 -0.1431 -0.2024 -6.8132  0.09
H4 -1.5461 -0.6830 -4.8312  0.10
H5 -2.2217 1.1432 -2.9716  0.08
H6 -0.9088 1.5483 -1.8300  0.05
H7 -4.0921 2.2997 -2.0285  0.11
H8 -5.4536 2.8862 -0.0202  0.10
H9 -4.7396 2.0038 2.2046  0.11
H10 -2.3941 -0.7096 2.5606  -0.02
H11 -3.3483 0.5020 3.4658  0.07
H12 -2.2916 3.4755 3.8460  0.10
H13 -2.5791 5.6766 2.7423  0.09
H14 -1.5188 6.0455 0.5096  0.09
H15 -0.1833 4.2598 -0.5198  0.09
C20 -0.8398 -4.3927 2.9725  -0.15
C21 -0.1738 -3.6072 1.8675  -0.77
S5 -1.1354 -2.2516 1.2524  0.61
C22 1.0344 -3.9645 1.3985  -0.80
C23 1.7428 -5.1630 1.9875  -0.15
S6 1.8810 -3.1344 0.1023  0.53
H16 -1.7530 -3.9016 3.3051  0.05
H17 -0.1847 -4.5030 3.8426  0.07
H18 -1.1054 -5.4034 2.6449  0.07
H19 1.1850 -6.0871 1.8037  0.07
H20 1.8611 -5.0722 3.0720  0.07
H21 2.7324 -5.2755 1.5496  0.05
C24 3.5071 3.9457 2.0731  -0.01
C25 3.5147 3.6185 3.5698  -0.47
C26 3.5568 4.9343 4.3592  -0.05
C27 2.1662 2.9586 3.9035  -0.03
C28 4.7201 2.7036 3.9943  -0.41
O1 4.4606 2.1764 5.2989  -0.03
C29 6.0765 3.4422 4.1890  -0.10
C30 7.1253 3.4627 3.0676  -0.14
C31 6.8202 4.3621 1.8985  -0.25
C32 6.6496 5.7319 2.0873  -0.05
C33 6.3243 6.5678 1.0332  -0.10
C34 6.1714 6.0264 -0.2336  -0.67
Cl1 5.7538 7.0711 -1.5630  0.65
C35 6.3508 4.6744 -0.4577  -0.09
C36 6.6813 3.8540 0.6129  -0.05
C37 4.9866 1.5307 3.0380  -0.05
N2 3.8706 0.6245 2.8613  -0.10
C38 3.1812 0.3737 1.7512  -0.18
N3 2.1732 -0.4295 2.0282  0.02
C39 2.2923 -0.6523 3.3531  -0.17
N4 3.3151 -0.0369 3.9085  0.11
H22 2.7047 4.6609 1.8756  0.10
H23 3.2807 3.0737 1.4565  0.06
H24 4.4400 4.3981 1.7339  0.06
H25 2.5893 5.4312 4.2689  0.09
H26 4.3095 5.6246 3.9719  0.07
H27 3.7492 4.7580 5.4193  0.09
H28 1.3693 3.6332 3.5858  0.08
H29 2.0534 2.7926 4.9756  0.10
H30 1.9924 2.0205 3.3760  0.06
H31 3.8440 1.4326 5.2114  0.06
H32 6.5327 2.9342 5.0400  0.12
H33 5.8977 4.4625 4.5197  0.09
H34 7.3325 2.4565 2.7001  0.10
H35 8.0594 3.7989 3.5283  0.12
H36 6.7576 6.1527 3.0806  0.12
H37 6.1827 7.6289 1.1854  0.10
H38 6.2226 4.2678 -1.4511  0.11
H39 6.8131 2.7918 0.4398  0.12
H40 5.8265 0.9546 3.4287  0.14
H41 5.2426 1.8967 2.0441  0.12
H42 3.4164 0.7958 0.7868  0.10
H43 1.6142 -1.2771 3.9103  0.13

Computed properties:
HOMO level: -3.82 eV
Charge: -1
E_tot: -131862.027 eV
Max |F|: 0.21 eV Å⁻¹
Frontier orbital gap: 6.072 eV

Entry from OMol25: C39H44AsNO3PRuS6Se as an isolated structure (ωB97M-V/def2-TZVPD).

Last column: Löwdin charge in e.
Atoms and positions in Å:
Ru1 -0.1053 -0.0867 0.2844  0.37
O1 -2.0402 -1.9185 1.6144  -0.15
N1 -0.8688 -1.2208 1.9784  -0.25
C1 -0.4080 -1.6868 3.1195  -0.16
C2 0.6637 -1.2220 3.9091  -0.23
C3 0.7364 -1.7690 5.2291  -0.09
C4 1.5734 -1.2811 6.1889  -0.14
C5 2.4260 -0.1879 5.8994  -0.13
C6 2.4458 0.3044 4.6110  -0.14
C7 1.6316 -0.1956 3.5852  -0.31
P1 2.0428 0.2151 1.8700  1.04
C8 3.5723 -0.7841 1.6171  -0.34
C9 3.5544 -1.8169 0.6851  -0.12
C10 4.6656 -2.6308 0.5051  -0.09
C11 5.8154 -2.4172 1.2520  -0.12
C12 5.8428 -1.3891 2.1858  -0.10
C13 4.7283 -0.5835 2.3698  -0.10
C14 2.6728 1.9262 1.9814  -0.36
C15 3.8501 2.3360 1.3590  -0.10
C16 4.2395 3.6677 1.3994  -0.10
C17 3.4576 4.6083 2.0532  -0.11
C18 2.2858 4.2078 2.6783  -0.10
C19 1.8988 2.8780 2.6465  -0.14
H1 -2.5162 -1.2969 1.0322  0.01
H2 -1.0169 -2.4764 3.5542  0.11
H3 0.0614 -2.5829 5.4744  0.09
H4 1.5688 -1.7207 7.1805  0.08
H5 3.0623 0.2408 6.6634  0.07
H6 3.1234 1.1183 4.3770  0.09
H7 2.6638 -1.9714 0.0884  0.00
H8 4.6313 -3.4288 -0.2272  0.10
H9 6.6857 -3.0476 1.1096  0.09
H10 6.7351 -1.2156 2.7766  0.09
H11 4.7625 0.2118 3.1034  0.10
H12 4.4486 1.6132 0.8245  0.09
H13 5.1547 3.9723 0.9036  0.09
H14 3.7492 5.6520 2.0598  0.09
H15 1.6508 4.9365 3.1655  0.10
H16 0.9753 2.5739 3.1206  0.06
S1 -3.1607 3.3915 -1.0034  -0.11
As1 -1.1534 2.9759 -0.4963  -0.46
S2 -1.0771 1.7709 1.3638  0.06
S3 -0.3060 1.2130 -1.6159  0.00
S4 0.1789 4.5935 -0.5201  -0.08
O2 -3.2376 -0.2681 -0.2581  -0.58
S5 -3.4538 0.1547 -1.6685  0.83
C20 -3.3607 -1.4010 -2.6502  -0.29
C21 -4.2564 -2.4999 -2.1884  -0.27
C22 -5.3764 -2.8715 -2.9313  -0.08
C23 -6.2362 -3.8616 -2.4766  -0.12
C24 -5.9911 -4.4846 -1.2608  -0.11
C25 -4.8713 -4.1286 -0.5195  -0.07
C26 -4.0002 -3.1534 -0.9827  -0.02
C27 -5.2768 0.4949 -1.7864  -0.26
C28 -5.9798 0.2210 -0.4943  -0.27
C29 -6.8774 -0.8309 -0.3565  -0.05
C30 -7.5012 -1.0740 0.8604  -0.10
C31 -7.2231 -0.2704 1.9555  -0.11
C32 -6.3175 0.7768 1.8281  -0.07
C33 -5.6990 1.0221 0.6130  -0.04
H17 -2.3040 -1.6599 -2.5411  0.02
H18 -3.5494 -1.1112 -3.6869  0.09
H19 -5.5736 -2.3793 -3.8781  0.11
H20 -7.1012 -4.1395 -3.0677  0.09
H21 -6.6664 -5.2486 -0.8946  0.09
H22 -4.6692 -4.6114 0.4281  0.10
H23 -3.1167 -2.8945 -0.4127  0.09
H24 -5.6894 -0.0734 -2.6202  0.08
H25 -5.2992 1.5597 -2.0214  0.06
H26 -7.0758 -1.4779 -1.2020  0.09
H27 -8.1931 -1.9032 0.9527  0.09
H28 -7.6981 -0.4667 2.9096  0.09
H29 -6.0765 1.3947 2.6838  0.10
H30 -4.9706 1.8207 0.5163  0.06
C34 3.1072 4.5985 -2.6651  -0.13
C35 2.7432 3.1207 -2.6136  -0.33
C36 3.9259 2.2233 -2.9482  -0.34
S6 3.6926 0.5130 -2.3609  0.90
O3 3.0988 0.6631 -1.0071  -0.57
C37 2.3639 0.0253 -3.4959  -0.38
C38 2.8852 -0.4208 -4.8555  -0.30
C39 3.5648 -1.7880 -4.8063  -0.12
H31 2.2345 5.1954 -2.3993  0.02
H32 3.4574 4.8998 -3.6578  0.06
H33 3.8971 4.8255 -1.9437  0.07
H34 1.9104 2.9293 -3.2924  0.09
H35 2.3726 2.8756 -1.6165  0.06
H36 4.8260 2.5568 -2.4227  0.08
H37 4.1601 2.1813 -4.0165  0.08
H38 1.6498 0.8425 -3.5437  0.03
H39 1.8715 -0.7976 -2.9698  0.02
H40 3.5743 0.3260 -5.2641  0.09
H41 2.0401 -0.4579 -5.5476  0.11
H42 4.4224 -1.7721 -4.1325  0.06
H43 3.9116 -2.0997 -5.7938  0.06
H44 2.8667 -2.5405 -4.4355  0.07
Se1 0.1635 -2.0113 -1.0180  0.10

Computed properties:
HOMO level (spin up / spin down): -0.14 / -2.13 eV
Charge: -2
E_tot: -251858.205 eV
Max |F|: 0.55 eV Å⁻¹
Frontier orbital gap (spin up / spin down): 4.015 / 5.996 eV
Energy above the lowest of the compared OMol25 structures with the same formula, charge and spin: 0.0 kcal/mol
Multiplicity: 6

Which formula does entry 3 have?
C39H43ClInN4OS6

Which formula does entry 2 have?
C39H43As2ClPrSi2

Among the records above, which one has the highest max |F|?
C39H43As2ClPrSi2

Which of these has the lowest charge?
C39H44AsNO3PRuS6Se